121
Properties=species:S:1:pos:R:3:forces:R:3 method="wB97M-V/def2-TZVPD" charge=0 orbital_gap_ev="6.97 / 5.19" relative_energy_kcal_mol=0.0 fmax_ev_per_a=0.43 spin_multiplicity=5
Rh -0.361135 -1.171240 -0.926025 0.30 0.04 0.27
S -1.262819 -0.888998 1.430921 -0.24 -0.21 0.17
S 1.423461 0.991186 2.398594 0.03 0.18 0.18
P 0.130522 -0.422589 2.831426 -0.12 -0.15 -0.21
O 1.610848 -0.866668 -0.606749 0.06 -0.03 -0.04
O -2.314279 -0.868789 -1.379760 -0.19 0.03 0.07
N -0.349176 0.810639 -0.986423 -0.12 -0.16 -0.37
N -0.144614 -3.083104 -1.091267 -0.19 0.14 -0.17
C 1.243649 2.697241 -1.069070 -0.05 -0.15 -0.06
C 1.413576 -3.418900 -2.842211 0.01 -0.09 -0.05
C 2.525749 -3.059038 4.803315 0.02 0.00 0.00
C 2.695762 -3.949498 -2.946354 0.03 0.04 0.06
C 1.938293 -1.828040 -4.572973 0.00 -0.04 0.01
C -2.876628 0.619207 6.136424 0.01 0.00 0.01
C -4.992996 -1.312554 -0.111125 0.04 -0.03 0.01
C -0.074012 -5.837307 -0.298374 -0.01 0.00 0.01
C 3.526867 2.141051 -0.502522 -0.01 0.17 -0.07
C 3.279268 0.801958 -0.365183 -0.01 -0.03 -0.07
C -4.274072 2.079947 -0.896193 0.01 0.08 0.03
C -1.594928 1.345495 -0.942990 0.09 -0.06 0.02
C -2.646776 0.356618 -1.156335 0.02 0.02 -0.20
C -0.939466 -0.014986 4.245857 -0.07 0.06 -0.04
C 1.873366 -1.910013 4.388895 0.00 0.01 -0.03
C 2.553587 3.099814 -0.871415 0.15 -0.05 0.04
C 2.981507 4.554333 -1.022178 -0.02 -0.02 -0.01
C -4.561436 5.025749 -1.468489 0.01 0.00 -0.01
C 0.738812 -3.165848 2.678442 0.01 -0.02 0.01
C -3.260558 3.052296 -0.656917 -0.06 -0.03 -0.01
C 0.897512 1.363604 -0.893862 0.07 0.14 0.20
C 3.222960 -2.346225 -4.660039 0.00 0.00 0.02
C -0.084009 -8.100145 -1.107449 -0.02 0.01 0.00
C 1.403728 -4.316255 3.088856 -0.01 0.02 -0.01
C 0.968051 -1.960259 3.328913 0.11 0.01 0.04
C 1.811869 5.467121 -1.391678 0.01 0.02 0.00
C -4.023576 0.756001 -1.124979 0.10 0.07 0.07
C -5.060763 -0.988867 -2.609471 0.06 -0.03 0.00
C 5.484659 -0.110461 -1.070995 -0.01 0.00 -0.01
C 3.597671 -3.411850 -3.851398 0.00 0.02 0.00
C 3.573181 5.043776 0.308480 -0.01 0.00 0.00
C -2.332183 1.616497 5.338123 0.01 0.01 0.00
C -4.488011 4.465787 0.979426 0.00 -0.02 -0.01
C -5.132017 -0.284602 -1.246423 -0.03 0.02 -0.03
C 1.934753 0.372861 -0.614844 -0.09 -0.07 -0.02
C -1.365797 1.301404 4.395376 0.06 0.00 0.05
C 1.033807 -2.366851 -3.669772 0.00 0.03 -0.06
C 0.277623 -7.651453 -2.369005 0.01 0.01 0.00
C -0.260277 -7.190285 -0.071808 0.02 0.01 -0.01
C 2.290339 -4.265455 4.152915 0.01 0.02 -0.01
C -1.479378 -1.011058 5.054025 0.03 0.00 0.00
C 0.296410 -5.383611 -1.562274 0.03 0.09 0.01
C 5.040950 0.413509 1.347991 -0.01 0.01 0.04
C -3.685966 4.479022 -0.331652 0.01 -0.02 0.02
C -1.938532 2.675054 -0.674978 -0.06 -0.02 0.05
C 0.471927 -6.296203 -2.596389 -0.01 -0.03 -0.04
C 4.038679 -1.586894 0.305915 -0.04 -0.01 0.00
C 0.470694 -3.919075 -1.795485 0.06 -0.16 0.09
C -2.489066 5.413722 -0.154396 -0.01 0.03 0.00
C 4.043040 4.653577 -2.128073 0.01 -0.03 0.01
C -2.443174 -0.691972 5.999972 0.02 -0.01 -0.01
C 4.427209 -0.126632 0.043981 0.04 -0.02 0.07
C -6.516410 0.356003 -1.122730 -0.01 -0.02 -0.01
H -6.704729 1.083195 -1.916012 0.01 0.00 0.01
H -4.013501 5.024301 -2.412914 0.00 0.01 0.00
H 1.637365 -1.008969 -5.213075 0.00 0.00 0.00
H 3.261373 -1.671312 1.065850 0.01 0.01 0.00
H 5.891790 0.889783 -1.230280 -0.01 0.00 -0.01
H -5.805684 -2.039496 -0.181657 0.00 0.01 0.02
H -5.380548 3.843880 0.900119 0.00 0.02 0.00
H 3.639890 4.310245 -3.082857 0.00 0.01 0.00
H 6.310685 -0.774165 -0.805416 0.00 0.01 0.00
H -5.186255 -0.270010 -3.422607 -0.01 0.00 0.01
H 4.596676 -3.822254 -3.922682 0.00 0.02 0.01
H -0.537188 -7.537700 0.915187 -0.02 0.00 -0.01
H -4.856570 6.053223 -1.245704 -0.01 -0.01 0.00
H -2.663892 2.641324 5.449336 0.00 0.00 0.00
H -5.050640 -0.822468 0.863026 -0.02 0.01 -0.01
H 4.533948 2.492309 -0.322275 -0.01 0.02 -0.01
H 5.054835 -0.458788 -2.013345 0.01 -0.01 0.01
H -5.301316 2.409593 -0.853087 0.01 0.03 0.02
H -7.272132 -0.426764 -1.204637 0.00 0.01 -0.01
H 2.068049 -0.963108 4.879115 0.00 0.00 0.01
H 1.038045 5.460317 -0.620819 0.00 0.00 -0.01
H 5.837619 -0.255503 1.680147 0.02 0.01 -0.02
H -4.111428 -1.503310 -2.742635 -0.01 0.01 0.00
H -0.212739 -5.116718 0.497813 0.01 -0.01 0.00
H 2.172740 6.492073 -1.491523 -0.01 0.00 0.01
H -0.928184 2.068358 3.767183 -0.02 0.00 0.00
H 0.017971 -1.990582 -3.625437 0.00 0.04 0.05
H 1.223326 -5.254841 2.578351 0.02 0.01 -0.01
H -1.880854 5.464350 -1.060675 0.00 0.00 0.01
H -0.235156 -9.157296 -0.931328 0.02 0.00 0.00
H -4.801960 5.480347 1.234374 0.00 -0.01 0.00
H 3.222671 -3.015383 5.630715 0.00 0.00 0.00
H -6.652066 0.844893 -0.155801 0.00 0.00 -0.01
H 3.690956 -2.088363 -0.596583 0.00 0.00 0.02
H 2.994177 -4.762648 -2.295984 -0.01 -0.02 -0.03
H -3.638630 0.863725 6.865731 0.01 0.00 0.01
H 3.931274 -1.923001 -5.360473 0.00 -0.01 -0.01
H 4.282176 0.464348 2.131291 0.02 -0.02 -0.03
H -3.879260 4.075551 1.797291 -0.01 0.01 0.00
H -5.862886 -1.727087 -2.679595 -0.01 0.01 -0.01
H -5.469648 4.438196 -1.604226 0.00 0.01 0.00
H -2.848768 6.421170 0.061733 0.01 0.00 0.00
H 0.745074 -5.945946 -3.583879 0.03 0.00 0.01
H 0.411889 -8.356892 -3.178696 -0.01 0.00 0.00
H -4.047178 -1.847436 -0.160453 -0.01 0.00 -0.02
H 4.928234 -2.108186 0.668443 0.01 0.00 -0.01
H 4.922169 4.050492 -1.898289 0.00 0.01 0.00
H -1.151657 -2.037084 4.938170 -0.02 0.00 -0.01
H 4.364678 5.690821 -2.242857 0.00 0.00 0.00
H 5.470920 1.408656 1.224948 0.01 -0.01 -0.01
H -1.853206 5.104973 0.677696 0.00 0.00 -0.01
H 0.494064 3.403444 -1.380252 0.01 0.02 0.02
H 1.360011 5.181566 -2.343925 0.00 0.00 0.01
H 2.804548 -5.162427 4.474558 -0.01 0.00 0.00
H 2.835210 4.970726 1.109388 0.00 0.00 0.00
H -1.166089 3.380060 -0.424943 0.00 0.00 -0.01
H -2.862036 -1.470319 6.625125 0.01 0.00 0.00
H 4.447012 4.463115 0.604637 0.00 0.01 0.00
H 3.879359 6.087904 0.214042 0.00 0.00 0.00
H 0.037231 -3.192583 1.853039 -0.01 0.01 0.01

***

12
Properties=species:S:1:pos:R:3:forces:R:3 method="wB97M-V/def2-TZVPD" charge=+1 orbital_gap_ev=8.87 relative_energy_kcal_mol=43.9 fmax_ev_per_a=5.30
O -0.881167 0.012110 0.116691 -1.13 -0.21 0.47
N -0.506967 -1.956250 -0.976689 0.76 1.97 1.57
N 1.113586 1.311653 0.077146 0.74 2.87 2.61
C 1.407647 1.705643 1.268720 2.71 -4.52 -0.57
C -1.380114 -0.985078 -0.359506 3.83 -2.26 -2.44
H 0.991559 2.471077 1.797157 -1.39 2.42 0.62
H 2.177282 1.070518 1.909086 -1.72 1.21 -1.68
H -2.400567 -1.269896 -0.502955 -1.02 0.23 0.34
H 0.546155 -1.853283 -0.854581 -2.30 -0.06 -0.20
H 0.545059 1.850645 -0.548654 -0.73 0.13 -0.09
H 1.544334 0.526113 -0.298935 0.83 -1.65 -0.75
H -0.766016 -2.703265 -1.593129 -0.58 -0.13 0.11